The following is a DFT calculation (ωB97M-V/def2-TZVPD) of C43H44N7O2P2V as an isolated structure in a non-equilibrium geometry.

## Properties
LUMO (spin up / spin down): -2.72 / -2.93 eV
Max |F|: 0.04272 hartree/bohr
Energy above the lowest of the compared OMol25 structures with the same formula, charge and spin: 65.46 kJ/mol
Total charge: +1
HOMO-LUMO gap (spin up / spin down): 6.37 / 7.04 eV
Multiplicity: 4
Calculated total energy: -104092.10984 eV
HOMO level (spin up / spin down): -9.08 / -9.96 eV

Element x y z (Å)
V  -0.67554  -0.52406  2.10768
C  -1.51802  2.12573  4.57682
P  -1.99805  0.43781  4.03491
C  -1.96986  -0.40759  5.65396
C  -3.82013  0.57994  3.77533
C  -4.35377  -0.66984  3.07224
P  -3.46767  -1.03527  1.48958
C  -4.28390  -2.62389  1.06201
C  -4.37453  0.03013  0.29693
H  -2.27796  2.56120  5.22788
H  -1.34343  2.79578  3.73658
H  -0.58446  2.04686  5.13632
H  -2.55379  0.16949  6.37282
H  -0.94544  -0.49331  6.01302
H  -2.38124  -1.41341  5.56406
H  -4.04157  1.47299  3.18471
H  -4.29854  0.72076  4.74757
H  -5.42755  -0.58563  2.88619
H  -4.20459  -1.54606  3.71100
H  -5.33147  -2.44802  0.81177
H  -4.24373  -3.31586  1.90078
H  -3.77579  -3.07098  0.20911
H  -5.45211  -0.06021  0.44437
H  -4.12730  -0.31025  -0.71011
H  -4.09367  1.07887  0.37124
C  3.83492  3.91036  -10.06026
O  2.62032  4.24505  -9.40653
C  2.38632  3.71028  -8.19077
C  3.23463  2.81210  -7.55002
C  2.88894  2.32485  -6.29742
C  1.71100  2.71194  -5.67318
C  0.86986  3.61783  -6.32757
C  1.20041  4.10967  -7.56774
C  1.32490  2.21212  -4.35439
N  0.36459  2.70756  -3.60674
C  0.34707  1.92894  -2.48194
C  1.30686  0.94797  -2.54193
N  1.93232  1.14064  -3.74964
C  1.51928  -0.00055  -1.49869
C  2.51071  -0.99200  -1.48302
C  2.60862  -1.82379  -0.39617
C  1.69598  -1.68430  0.64976
N  0.73626  -0.77159  0.64781
C  0.65708  0.09061  -0.39200
C  -0.33249  1.14085  -0.29022
N  -1.05089  1.20910  0.86653
C  -1.90192  2.21672  0.98863
C  -2.11262  3.18622  0.00794
C  -1.40734  3.11321  -1.16629
C  -0.48690  2.07197  -1.32681
H  3.84041  4.47392  -10.98779
H  3.87966  2.84231  -10.28518
H  4.69850  4.19672  -9.45611
H  4.15895  2.49345  -8.00762
H  3.57886  1.64538  -5.81007
H  -0.04608  3.92437  -5.84153
H  0.55669  4.80806  -8.08488
H  2.66910  0.58546  -4.14633
H  3.19960  -1.09423  -2.31228
H  3.36959  -2.58926  -0.34132
H  1.73057  -2.33445  1.51591
H  -2.46016  2.26345  1.91281
H  -2.82634  3.97745  0.18983
H  -1.52990  3.83852  -1.95946
C  3.86513  2.64263  2.93382
C  4.20118  1.39725  3.45077
C  3.23454  0.41919  3.61257
C  1.91684  0.68899  3.25558
C  1.57846  1.93039  2.73368
C  2.55104  2.90707  2.57824
N  0.89699  -0.31564  3.35375
N  1.13257  -1.17962  4.25049
C  0.23380  -2.24703  4.23085
C  0.39355  -3.22012  5.22339
C  -0.44543  -4.31321  5.21998
C  -1.40500  -4.42532  4.21101
C  -1.53872  -3.44281  3.23882
C  -0.74229  -2.28652  3.21385
H  4.62589  3.40135  2.80816
H  5.22516  1.18467  3.72846
H  3.48522  -0.55436  4.00948
H  0.55135  2.13605  2.46648
H  2.27865  3.87681  2.18224
H  1.16606  -3.09863  5.97311
H  -0.35115  -5.08214  5.97497
H  -2.04456  -5.30032  4.18330
H  -2.27196  -3.59539  2.45676
O  -1.46330  -2.37569  -0.33145
N  -0.68168  -3.26667  -0.83360
C  -0.19595  -4.25795  -0.04975
C  0.65730  -5.21137  -0.56310
C  1.03589  -5.16380  -1.89522
C  0.52406  -4.14400  -2.68445
C  -0.33022  -3.21149  -2.13991
H  -0.53266  -4.21905  0.97673
H  1.01653  -5.98872  0.09680
H  1.70027  -5.90776  -2.31067
H  0.77468  -4.06617  -3.73312
H  -0.77550  -2.39273  -2.68413

---

The following is a DFT calculation (ωB97M-V/def2-TZVPD) of C26H24CoN9O2S as an isolated structure.

## Properties
LUMO (spin up / spin down): -4.88 / -8.42 eV
Max |F|: 0.01096 hartree/bohr
Total charge: +2
HOMO-LUMO gap (spin up / spin down): 8.62 / 5.09 eV
Multiplicity: 5
Calculated total energy: -93308.42414 eV
HOMO level (spin up / spin down): -13.50 / -13.51 eV

Element x y z (Å)
Co  0.37120  -0.68677  1.04893
C  0.42853  -1.34972  4.12125
N  -0.48890  -1.67667  3.02246
C  -0.75525  -3.09833  2.79998
C  -0.63353  -3.38682  1.33423
N  0.10808  -2.64953  0.53619
C  0.06224  -3.28080  -0.71749
C  0.72301  -2.97899  -1.90487
C  0.51244  -3.82918  -2.97252
C  -0.32307  -4.95512  -2.86809
C  -0.96247  -5.27312  -1.68764
C  -0.73997  -4.41230  -0.61979
N  -1.17501  -4.44011  0.70399
C  1.23438  -0.15074  3.72371
N  1.63294  0.02742  2.48415
C  2.33659  1.24147  2.47748
C  2.97796  1.90811  1.43692
C  3.59656  3.10079  1.74419
C  3.59333  3.61776  3.05171
C  2.97261  2.95792  4.09245
C  2.34671  1.75958  3.76834
N  1.62064  0.84658  4.53472
H  1.11686  -2.18753  4.24329
H  -0.06855  -1.19564  5.08174
H  -1.35093  -1.15071  3.09285
H  -1.71966  -3.42755  3.19181
H  0.01065  -3.68524  3.31103
H  1.38727  -2.12723  -1.97563
H  1.02904  -3.64506  -3.90554
H  -0.45046  -5.60056  -3.72626
H  -1.58622  -6.15212  -1.60041
H  -1.73293  -5.16141  1.13335
H  3.00545  1.50137  0.43460
H  4.10724  3.64752  0.96364
H  4.09638  4.55444  3.24818
H  2.98412  3.35028  5.10006
H  1.49063  0.87808  5.53341
N  -2.70622  1.80163  -6.22885
C  -1.89866  1.65050  -5.19508
C  -1.49212  0.33278  -4.79185
C  -0.65741  0.18998  -3.73040
C  -0.20927  1.33952  -3.03798
C  -0.59818  2.64102  -3.41918
C  -1.42851  2.80444  -4.48430
S  0.91882  1.16419  -1.66600
O  1.79428  0.08327  -2.01212
O  1.44082  2.47455  -1.44977
N  -0.00158  0.61682  -0.47948
C  -0.84922  1.46529  0.22166
N  -1.25715  2.63343  -0.25295
C  -1.96994  3.38165  0.58620
C  -2.29262  2.97713  1.87218
C  -1.89621  1.70679  2.22729
N  -1.19647  0.92380  1.40563
H  -3.03854  1.00875  -6.75845
H  -2.99410  2.71784  -6.54163
H  -1.84268  -0.52646  -5.34962
H  -0.31835  -0.78880  -3.41918
H  -0.21240  3.48355  -2.86431
H  -1.72958  3.79071  -4.81417
H  -2.29993  4.34281  0.20944
H  -2.85394  3.60592  2.54546
H  -2.16878  1.28883  3.19101

---

- Which of these has the highest max |F|?
  C43H44N7O2P2V